Record 1
{
  "formula": "C27H44BaBrNOP2S",
  "method": "wB97M-V/def2-TZVPD",
  "species": ["C", "C", "C", "C", "N", "C", "C", "C", "C", "C", "C", "C", "C", "C", "Ba", "P", "H", "H", "H", "H", "H", "H", "H", "H", "C", "C", "H", "H", "H", "H", "H", "C", "C", "H", "H", "H", "H", "H", "C", "C", "H", "H", "H", "H", "H", "Br", "P", "C", "C", "H", "H", "H", "H", "H", "C", "C", "H", "H", "H", "H", "H", "C", "C", "H", "H", "H", "H", "H", "C", "S", "C", "O", "H", "H", "H", "H", "H", "H"],
  "positions_angstrom": [[-0.757, 7.117, -5.875], [-0.980, 5.750, -6.141], [-1.243, 5.341, -7.465], [-1.240, 6.317, -8.469], [-1.018, 7.595, -8.192], [-0.778, 8.010, -6.955], [-0.909, 4.793, -5.076], [-0.735, 3.942, -4.226], [-0.413, 2.898, -3.326], [0.666, 3.077, -2.435], [1.242, 1.971, -1.843], [0.810, 0.648, -2.114], [-0.435, 0.528, -2.802], [-1.039, 1.650, -3.365], [-1.140, 2.079, -0.256], [2.114, -0.568, -1.726], [-1.468, 4.305, -7.723], [-0.600, 7.493, -4.864], [-1.437, 6.044, -9.506], [-0.613, 9.076, -6.800], [-1.992, 1.563, -3.922], [1.141, 4.068, -2.310], [-0.955, -0.435, -2.861], [1.965, 2.096, -1.038], [1.817, -1.921, -0.582], [2.590, -3.207, -0.906], [0.726, -2.073, -0.654], [1.980, -1.565, 0.439], [2.612, -3.850, -0.020], [2.069, -3.744, -1.706], [3.621, -3.004, -1.231], [2.325, -1.288, -3.352], [3.145, -0.460, -4.327], [1.292, -1.375, -3.724], [2.712, -2.308, -3.270], [3.001, -0.851, -5.341], [2.869, 0.597, -4.320], [4.216, -0.508, -4.137], [3.663, 0.232, -1.164], [4.887, -0.684, -0.961], [3.414, 0.728, -0.206], [3.899, 1.050, -1.867], [5.745, -0.076, -0.631], [4.711, -1.448, -0.186], [5.196, -1.192, -1.889], [-1.208, -0.736, 0.506], [-2.601, -3.319, -4.122], [-0.761, -3.510, -4.098], [-0.338, -4.968, -4.314], [-0.368, -3.124, -3.144], [-0.353, -2.876, -4.899], [0.734, -5.032, -4.533], [-0.533, -5.579, -3.425], [-0.871, -5.413, -5.163], [-3.052, -3.060, -2.348], [-4.445, -3.633, -2.048], [-2.985, -1.999, -2.064], [-2.295, -3.581, -1.746], [-4.592, -3.731, -0.968], [-5.240, -2.983, -2.427], [-4.557, -4.627, -2.497], [-2.837, -1.653, -4.874], [-3.097, -1.724, -6.381], [-1.972, -1.014, -4.656], [-3.704, -1.212, -4.363], [-3.473, -0.762, -6.742], [-2.180, -1.952, -6.934], [-3.849, -2.483, -6.620], [0.589, 2.567, 3.948], [1.728, 2.056, 2.633], [2.192, 0.444, 3.356], [0.848, 1.856, 1.390], [1.177, 2.613, 4.876], [-0.288, 1.908, 4.084], [0.267, 3.584, 3.695], [1.343, -0.222, 3.612], [2.921, -0.078, 2.704], [2.709, 0.710, 4.297]],
  "mulliken_charge": [-0.4332, 0.6898, -0.3719, -0.3758, -0.5313, -0.3688, 0.1081, -1.4605, 1.9091, -1.1107, -1.8342, 0.8822, 0.4170, -1.4075, 1.7303, 1.7055, 0.4198, 0.4004, 0.3766, 0.3780, 0.5826, 0.4758, 0.6220, 0.0981, -0.0240, -1.4492, 0.0469, 0.1776, 0.3790, 0.3298, 0.3777, -0.0386, -1.4769, -0.1581, 0.5310, 0.4397, 0.2902, 0.3469, -0.5411, -1.5311, 0.2786, 0.5282, 0.4467, 0.3550, 0.3501, -0.6880, -0.1206, 0.7374, -1.5130, -0.6265, 0.3650, 0.3841, 0.3462, 0.4327, -0.0014, -1.3924, 0.0455, 0.3317, 0.3818, 0.3251, 0.3802, 0.2010, -1.3735, -0.4254, 0.5207, 0.4088, 0.3082, 0.3743, -1.0165, 0.4372, -0.9293, -0.5898, 0.4131, 0.3260, 0.3649, 0.3351, 0.2477, 0.4502],
  "molar_mass_g_mol": 709.90,
  "relative_energy_ev": 0.115,
  "largest_force_ha_per_bohr": 0.02959,
  "homo_ev": -12.046,
  "spin_multiplicity": 1,
  "total_charge": 2,
  "homo_lumo_gap_ev": 5.46,
  "e_tot_ha": -4865.09856
}

Record 2
{
  "formula": "C27H44Br5CaCl2LiN3NaO8",
  "method": "wB97M-V/def2-TZVPD",
  "species": ["C", "N", "C", "C", "O", "C", "C", "C", "C", "C", "O", "N", "C", "C", "C", "C", "C", "C", "C", "C", "C", "O", "O", "H", "H", "H", "H", "H", "H", "H", "H", "H", "H", "H", "H", "H", "H", "H", "H", "H", "H", "H", "H", "H", "H", "C", "Br", "Br", "Br", "H", "Ca", "C", "C", "C", "O", "H", "H", "H", "H", "H", "H", "H", "Cl", "Na", "C", "N", "O", "O", "H", "H", "H", "Cl", "Br", "C", "C", "Br", "H", "H", "H", "H", "Li", "C", "C", "C", "O", "H", "H", "H", "H", "H", "H", "H"],
  "positions_angstrom": [[4.613, 2.091, -0.615], [3.292, 1.602, -1.094], [3.642, 0.512, -2.064], [2.570, 0.926, -0.024], [3.197, 0.289, 0.782], [1.055, 0.971, 0.076], [0.441, 2.307, -0.366], [0.347, 2.650, -1.893], [-0.569, 1.720, -2.769], [-2.066, 2.063, -2.705], [-2.481, 3.266, -2.663], [-3.074, 1.045, -2.757], [-3.606, 0.630, -1.433], [-4.075, 1.464, -0.354], [-4.554, 0.961, 0.854], [-4.593, -0.430, 0.985], [-4.149, -1.276, -0.027], [-3.662, -0.744, -1.230], [1.021, 3.628, 0.292], [-0.225, 4.424, 0.846], [-1.114, 3.179, 1.216], [-1.859, 2.940, 2.158], [-0.860, 2.251, 0.176], [5.122, 2.536, -1.496], [5.276, 1.278, -0.290], [4.531, 2.870, 0.159], [2.746, -0.040, -2.366], [4.360, -0.182, -1.597], [4.164, 0.971, -2.911], [0.594, 0.100, -0.416], [0.822, 0.847, 1.138], [1.348, 2.684, -2.350], [-0.063, 3.668, -1.986], [-0.381, 0.650, -2.619], [-0.297, 1.921, -3.829], [-3.868, 1.364, -3.308], [-4.088, 2.572, -0.473], [-4.869, 1.632, 1.648], [-4.967, -0.887, 1.900], [-4.181, -2.363, 0.092], [-3.302, -1.412, -2.012], [1.526, 4.283, -0.460], [1.663, 3.524, 1.185], [-0.005, 5.122, 1.653], [-0.859, 4.999, 0.070], [3.189, 2.298, 3.665], [1.284, 2.196, 3.377], [3.770, 4.122, 3.903], [3.755, 1.160, 5.110], [3.665, 1.927, 2.766], [-2.761, 3.631, -0.570], [-0.935, -4.731, 1.845], [-1.465, -3.891, 0.671], [-0.797, -2.505, 0.715], [-2.813, -3.744, 0.806], [-1.175, -4.261, 2.801], [-1.367, -5.736, 1.840], [0.172, -4.850, 1.786], [-1.081, -4.382, -0.250], [-1.023, -1.982, 1.647], [-1.130, -1.881, -0.120], [0.299, -2.593, 0.643], [1.426, -5.513, 0.350], [-2.751, -5.322, -1.179], [3.744, 8.768, 5.006], [3.986, 7.832, 3.876], [3.533, 8.127, 2.791], [4.626, 6.828, 4.122], [3.166, 9.609, 4.641], [3.197, 8.222, 5.770], [4.713, 9.092, 5.375], [0.914, -7.732, 0.724], [0.595, -1.877, 4.600], [0.283, -3.663, 5.308], [1.508, -4.204, 5.995], [2.844, -4.794, 4.708], [-0.046, -4.278, 4.477], [-0.534, -3.549, 6.018], [1.257, -5.091, 6.574], [1.990, -3.476, 6.640], [3.393, 3.808, -1.719], [-3.792, -5.531, -6.958], [-2.516, -4.903, -6.359], [-1.314, -5.796, -6.735], [-2.634, -4.871, -5.009], [-3.966, -6.537, -6.568], [-4.669, -4.920, -6.736], [-3.714, -5.609, -8.053], [-2.364, -3.941, -6.901], [-1.427, -6.808, -6.339], [-0.382, -5.378, -6.349], [-1.212, -5.877, -7.827]],
  "mulliken_charge": [-1.4214, 0.6005, -1.2422, -0.1754, -0.6131, -0.6450, 1.7661, -0.5118, -0.5192, -0.0837, -0.9494, -0.2372, -0.1537, 0.2001, -1.0065, -0.4275, -0.5020, -0.0571, -0.0829, 0.0836, -0.1264, -0.6563, -0.5203, 0.6339, 0.2926, 0.4601, 0.2619, 0.4657, 0.3843, 0.1865, 0.1356, 0.2661, 0.3007, 0.2915, 0.4990, 0.3586, 0.5520, 0.3899, 0.3953, 0.3787, 0.5549, 0.1819, -0.3435, 0.4806, -0.0955, 0.0157, 0.0739, -0.0131, -0.0188, 0.0252, 0.6615, -0.8894, 0.3475, -0.8586, -0.8668, -0.0389, 0.4209, 0.1729, 0.3985, 0.2545, -0.1680, 0.3695, -0.0646, 0.9099, -0.7304, 0.8624, -0.5116, -0.5356, 0.2961, 0.2905, 0.2963, -0.0673, -0.0634, -0.3755, -0.6029, -0.1494, 0.1024, 0.3736, 0.3580, 0.3916, 0.4973, -1.2574, 0.4660, -1.2375, -0.8606, 0.2995, 0.2765, 0.3548, 0.1214, 0.2966, 0.2759, 0.3507],
  "molar_mass_g_mol": 1079.10,
  "largest_force_ha_per_bohr": 0.08484,
  "homo_ev": -4.597,
  "spin_multiplicity": 1,
  "total_charge": 0,
  "homo_lumo_gap_ev": 1.80,
  "e_tot_ha": -16458.77590
}

Record 3
{
  "formula": "C27H44Cl2NOPRu",
  "method": "wB97M-V/def2-TZVPD",
  "species": ["P", "C", "C", "C", "C", "C", "C", "C", "C", "C", "C", "C", "C", "C", "C", "C", "C", "C", "C", "H", "H", "H", "H", "H", "H", "H", "H", "H", "H", "H", "H", "H", "H", "H", "H", "H", "H", "H", "H", "H", "H", "H", "H", "H", "H", "H", "H", "H", "H", "H", "H", "H", "Ru", "Cl", "Cl", "C", "H", "C", "C", "C", "C", "C", "C", "H", "H", "H", "H", "H", "C", "C", "N", "O", "H", "H", "H", "H", "H"],
  "positions_angstrom": [[1.300, -0.747, -0.755], [1.878, 0.931, -0.907], [3.247, 0.818, -1.622], [3.912, 2.183, -1.783], [2.974, 3.212, -2.417], [1.612, 3.317, -1.720], [0.929, 1.956, -1.561], [-0.031, -1.324, -1.777], [0.723, -1.678, -3.075], [-0.208, -2.470, -3.987], [-1.529, -1.733, -4.228], [-2.224, -1.237, -2.950], [-1.286, -0.460, -2.023], [2.308, -1.930, 0.161], [2.986, -1.276, 1.380], [3.966, -2.278, 1.992], [3.320, -3.629, 2.327], [2.403, -4.182, 1.230], [1.466, -3.125, 0.642], [1.973, 1.209, 0.168], [3.094, 0.366, -2.615], [3.915, 0.140, -1.070], [4.811, 2.058, -2.396], [4.234, 2.532, -0.795], [3.458, 4.191, -2.426], [2.807, 2.929, -3.463], [1.741, 3.758, -0.724], [0.952, 3.983, -2.292], [0.020, 2.053, -0.952], [0.616, 1.600, -2.552], [-0.395, -2.235, -1.256], [-0.400, -3.440, -3.516], [1.630, -2.262, -2.860], [1.039, -0.750, -3.579], [0.311, -2.657, -4.932], [-2.210, -2.386, -4.781], [-1.325, -0.869, -4.871], [-3.088, -0.610, -3.211], [-2.605, -2.099, -2.390], [-1.767, -0.239, -1.060], [-1.022, 0.501, -2.478], [3.081, -2.266, -0.566], [3.514, -0.354, 1.101], [2.209, -0.976, 2.101], [4.760, -2.445, 1.251], [4.434, -1.836, 2.878], [2.743, -3.526, 3.253], [4.110, -4.356, 2.523], [1.811, -5.028, 1.600], [3.027, -4.554, 0.405], [0.884, -3.558, -0.181], [0.740, -2.770, 1.389], [-1.723, 0.728, 2.948], [-1.733, -1.240, 1.742], [0.555, 1.018, 2.817], [-1.865, 1.815, 1.428], [-1.026, 2.406, 1.020], [-3.090, 1.991, 0.632], [-3.987, 0.918, 0.462], [-5.236, 1.122, -0.110], [-5.613, 2.399, -0.531], [-4.712, 3.470, -0.397], [-3.453, 3.278, 0.149], [-3.688, -0.070, 0.818], [-5.912, 0.275, -0.216], [-5.007, 4.469, -0.731], [-2.734, 4.102, 0.269], [-6.592, 2.565, -0.962], [-1.705, 1.764, 5.208], [-2.229, 0.381, 5.403], [-3.290, 0.181, 6.200], [-1.802, -0.575, 4.703], [-2.085, 2.462, 5.949], [-2.045, 2.186, 4.214], [-0.620, 1.774, 5.255], [-3.688, -0.749, 6.219], [-3.571, 0.878, 6.879]],
  "mulliken_charge": [-1.6006, 0.8416, -0.7093, -0.9316, -0.7181, -0.9615, -0.4300, 0.8031, -0.9791, -0.9111, -0.7002, -0.7853, 0.0514, 0.2766, -0.4798, -0.9891, -0.6936, -0.9723, -0.6008, 0.5450, 0.2891, 0.3619, 0.3844, 0.3719, 0.3739, 0.3295, 0.4183, 0.4174, -0.1515, 0.3207, 0.5183, 0.3759, 0.3877, 0.2938, 0.3735, 0.3947, 0.3170, 0.4103, 0.4168, -0.6673, 0.4085, 0.7198, 0.5217, 0.0910, 0.3599, 0.3803, 0.3443, 0.3956, 0.4060, 0.3739, 0.3818, 0.1252, -0.2494, -0.5772, -0.5813, -0.3629, 0.1696, 1.0555, -0.1667, -0.7510, -0.3979, -0.3715, -0.5837, 0.1727, 0.3476, 0.3071, 0.3309, 0.3575, -0.7698, 0.2621, -0.4587, -0.5887, 0.5946, 0.1100, 0.0981, 0.3038, 0.2497],
  "molar_mass_g_mol": 601.61,
  "largest_force_ha_per_bohr": 0.06678,
  "homo_ev": [0.169, -2.460],
  "spin_multiplicity": 6,
  "total_charge": -1,
  "homo_lumo_gap_ev": [2.03, 3.59],
  "e_tot_ha": -2541.68680
}

What is the formula in the second record? C27H44Br5CaCl2LiN3NaO8